{"formula": "C11H18N2O2", "method": "ωB97M-V/def2-TZVPD", "species": ["C", "C", "C", "C", "C", "C", "C", "C", "C", "C", "C", "N", "N", "O", "O", "H", "H", "H", "H", "H", "H", "H", "H", "H", "H", "H", "H", "H", "H", "H", "H", "H", "H"], "coordinates": [[4.71, 1.15, -1.60], [4.40, 2.09, -0.61], [3.74, 0.37, -2.17], [3.12, 2.26, -0.16], [2.39, 0.42, -1.67], [2.09, 1.48, -0.67], [-0.71, 1.57, -1.56], [-0.85, -1.07, 0.46], [-1.66, -1.80, 1.58], [-1.01, 0.37, 0.63], [-3.22, -1.62, 1.40], [-0.27, 1.23, -0.26], [-4.20, -2.65, 2.01], [1.57, -0.40, -2.02], [1.01, 1.59, 0.12], [5.85, 1.18, -1.81], [5.30, 2.71, -0.24], [3.74, -0.28, -3.01], [2.79, 2.97, 0.55], [-0.49, 0.84, -2.25], [-1.80, 1.89, -1.55], [-0.11, 2.42, -1.97], [-1.24, -1.54, -0.40], [0.18, -1.37, 0.65], [-1.45, -1.31, 2.54], [-1.29, -2.86, 1.49], [-2.05, 0.73, 0.40], [-0.41, 0.59, 1.58], [-3.30, -1.66, 0.36], [-3.58, -0.67, 1.76], [-5.14, -2.40, 1.94], [-4.06, -2.74, 3.03], [-4.06, -3.48, 1.45]], "mol_weight_da": 210.277, "lumo_energy_ev": [-9.02, -8.38], "charge": 2, "e_above_lowest_kj_mol": 64.04, "gap_ev": [5.79, 7.37]}